(1)
Entry from the OMol25 dataset: a structure of composition C3H11N4 (ωB97M-V with the def2-TZVPD basis set).

The geometry in XYZ format:
```
18
Properties=species:S:1:pos:R:3:lowdin_charge:R:1
C -2.192 -0.263 -0.366 -0.0792
C 1.899 -0.977 -0.455 -0.1624
C 1.233 1.370 0.250 -0.0769
N -2.160 1.055 -0.227 0.1966
N -1.367 -1.123 0.272 0.0060
N 0.893 0.022 -0.315 -0.1668
N -0.277 -0.598 0.931 0.0283
H -3.022 -0.621 -0.902 0.1424
H 2.334 -0.851 -1.513 0.1167
H 2.825 -0.865 0.313 0.1384
H 1.451 -1.954 -0.639 0.0752
H 0.504 2.168 0.010 0.0700
H 1.165 1.150 1.327 0.0814
H 2.242 1.532 -0.153 0.0959
H -2.818 1.703 -0.617 0.1320
H -1.725 -2.025 0.376 0.1429
H -1.345 1.532 0.254 0.1236
H 0.360 -1.255 1.453 0.1359
```

As for the energy relative to the best compared isomer or geometry (same formula, charge and spin): 4.659 eV. Its frontier orbital gap is 9.14 eV. For the molecular weight, the calculation gives 103.15 g/mol. The net charge is +1. Its HOMO energy is -13.07 eV.

(2)
Entry from the OMol25 dataset: a cluster of 2 separate species, C3H11N4O6P2 in total (ωB97M-V with the def2-TZVPD basis set).

The geometry in XYZ format:
```
26
Properties=species:S:1:pos:R:3:lowdin_charge:R:1
N -3.164 -1.041 -2.159 0.0124
C -2.614 0.209 -1.602 -0.7227
N -1.256 0.505 -2.028 0.0019
P -2.728 -0.016 0.289 0.9073
P -0.841 0.668 1.119 0.2151
O -0.969 1.005 2.546 -0.3554
O 0.293 -0.497 0.932 -0.2249
O -0.304 1.915 0.294 -0.1739
C -3.575 1.403 -1.986 -0.7621
O -4.773 1.163 -1.775 -0.0672
O -3.008 2.386 -2.490 -0.0479
H -3.976 -0.811 -2.724 0.0639
H -2.465 -1.478 -2.747 0.0506
H -1.288 1.192 -2.776 0.0735
H -0.735 -0.329 -2.271 0.0615
H -2.541 -1.410 0.379 -0.0997
H 0.121 -0.974 0.109 0.0457
H 0.120 1.662 -0.537 0.0556
C 4.328 -0.182 2.126 -0.6864
O 4.638 0.990 2.009 0.0211
N 5.282 -1.159 2.318 0.1290
N 3.047 -0.634 2.077 0.1589
H 5.064 -2.131 2.420 0.0805
H 6.238 -0.862 2.359 0.0910
H 2.302 0.028 1.944 0.0819
H 2.803 -1.601 2.173 0.0904
```

Its frontier orbital gap is 7.62 eV. For the molecular weight, the calculation gives 261.09 g/mol. The net charge is -1. Its HOMO energy is -5.16 eV.

(3)
Entry from the OMol25 dataset: a structure of composition C3H11N5 (ωB97M-V with the def2-TZVPD basis set).

The geometry in XYZ format:
```
19
Properties=species:S:1:pos:R:3:lowdin_charge:R:1
C -2.243 -1.758 0.841 -0.0859
C -0.018 0.529 0.014 -0.5932
C 1.653 2.262 -0.964 -0.1326
H -3.052 -1.032 1.133 0.0296
H -1.955 -1.838 2.103 0.1043
H -2.408 -2.917 0.507 0.0922
H -1.660 -1.819 -1.192 0.0308
H -0.194 2.097 -1.106 0.0629
H 1.646 3.465 -0.755 0.1232
H 1.901 1.926 -2.077 0.1010
H 2.595 1.792 -0.413 0.0868
H 1.267 0.912 1.306 0.2117
H 1.689 -0.593 -0.249 0.1220
H 0.725 -2.150 0.592 0.1157
N -1.228 -1.348 -0.468 -0.1098
N -0.784 -0.044 -0.786 0.0249
N 0.356 1.792 -0.377 -0.0637
N 0.423 -0.098 1.245 -0.0334
N 1.286 -1.181 0.648 -0.0868
```

As for the energy relative to the best compared isomer or geometry (same formula, charge and spin): 8.371 eV. Its frontier orbital gap is 8.77 eV. For the molecular weight, the calculation gives 117.16 g/mol. Its HOMO energy is -8.07 eV.

Summary of lowest unoccupied orbital energy in Eh
-0.14453, 0.09040, 0.02555
(order as listed above)